Here is a 2-piece molecular cluster, CH6O2 overall from OMol25. Energies are from ωB97M-V/def2-TZVPD.

- strongest force on any atom (Eh/bohr) = 0.083
- M (g/mol) = 50.06
- relative energy (zero: lowest compared OMol25 entry of this formula, charge and spin) (kJ/mol) = 136.5
- HOMO energy (eV) = -10.39
- structure (SMILES) = CO.O
- frontier orbital gap (eV) = 11.13

Element x y z (Å)
C1 1.532 0.521 0.081
O1 1.461 -0.936 0.119
H1 1.098 0.731 1.073
H2 2.633 0.887 -0.104
H3 0.925 1.372 -0.667
H4 1.965 -1.165 -0.690
O2 -3.232 -0.007 0.016
H5 -3.906 -0.733 0.324
H6 -2.476 -0.670 -0.152

***

Here is C15H17F3N6O3Sn as an isolated structure from OMol25. Energies are from ωB97M-V/def2-TZVPD.

- strongest force on any atom (Eh/bohr) = 0.005
- net charge = +4
- M (g/mol) = 505.04
- relative energy (zero: lowest compared OMol25 entry of this formula, charge and spin) (kJ/mol) = 0.0
- HOMO energy (eV) = -19.69
- frontier orbital gap (eV) = 5.45

Element x y z (Å)
Sn1 0.497 0.715 -1.146
N1 2.055 0.199 0.783
N2 1.842 -0.360 2.065
C1 0.825 -1.151 2.453
N3 0.895 -1.673 3.653
N4 -0.184 -1.327 1.523
N5 -1.189 -2.044 1.881
O1 -1.437 -2.570 2.928
O2 -2.051 -2.207 0.840
H1 2.847 -0.295 0.362
H2 2.365 1.161 0.935
H3 2.605 -0.225 2.719
H4 1.704 -1.534 4.248
H5 0.134 -2.209 4.046
F1 -5.496 -6.888 1.610
C2 -4.550 -6.534 0.757
F2 -4.863 -6.946 -0.461
F3 -3.386 -7.055 1.127
C3 -4.440 -5.000 0.746
C4 -3.274 -4.360 1.066
C5 -3.303 -2.887 1.161
N6 -4.332 -2.154 0.551
C6 -5.416 -2.782 0.255
C7 -5.534 -4.224 0.372
H6 -2.397 -4.921 1.378
H7 -3.505 -2.777 2.256
H8 -6.244 -2.208 -0.147
H9 -6.478 -4.701 0.115
C8 1.439 2.914 -3.614
C9 2.034 3.162 -2.267
O3 1.707 2.310 -1.296
C10 2.905 4.216 -2.000
C11 3.280 5.098 -3.057
C12 4.149 6.133 -2.820
C13 4.657 6.324 -1.534
C14 4.301 5.475 -0.473
C15 3.440 4.438 -0.697
H10 0.698 2.111 -3.588
H11 2.217 2.629 -4.328
H12 0.950 3.806 -4.007
H13 2.888 4.959 -4.055
H14 4.440 6.798 -3.621
H15 5.341 7.144 -1.348
H16 4.712 5.651 0.511
H17 3.156 3.788 0.117

***

Here is one molecule with the formula C4H10ClN3 from OMol25. Energies are from ωB97M-V/def2-TZVPD.

- strongest force on any atom (Eh/bohr) = 0.032
- M (g/mol) = 135.60
- relative energy (zero: lowest compared OMol25 entry of this formula, charge and spin) (kJ/mol) = 83.5
- HOMO energy (eV) = -8.68
- structure (SMILES) = NC[C@]1(Cl)[C@H](N)[C@@H]1N
- frontier orbital gap (eV) = 9.47

Element x y z (Å)
N1 1.575 1.817 -0.238
C1 0.949 0.673 -0.899
C2 0.783 -0.475 0.045
Cl1 2.339 -1.253 0.375
C3 -0.386 -1.361 -0.010
N2 -1.477 -1.055 -0.955
C4 -0.171 -0.336 1.177
N3 -1.080 0.778 1.186
H1 1.624 2.626 -0.843
H2 1.053 2.013 0.629
H3 1.556 0.310 -1.724
H4 -0.046 0.866 -1.301
H5 -0.180 -2.414 0.225
H6 -2.300 -1.546 -0.647
H7 -1.236 -1.493 -1.833
H8 0.250 -0.656 2.113
H9 -1.815 0.480 0.577
H10 -1.439 1.024 2.123

***

Here is C11H7BrClIrNO6S as an isolated structure from OMol25. Energies are from ωB97M-V/def2-TZVPD.

- strongest force on any atom (Eh/bohr) = 0.026
- net charge = -1
- M (g/mol) = 588.82
- relative energy (zero: lowest compared OMol25 entry of this formula, charge and spin) (kJ/mol) = 42.9
- HOMO energy (eV) = -5.79
- frontier orbital gap (eV) = 8.30

Element x y z (Å)
Ir1 -0.888 0.001 -1.290
Br1 1.011 2.521 5.099
C1 1.378 1.750 3.396
C2 2.505 2.153 2.701
C3 2.754 1.593 1.456
C4 1.880 0.665 0.903
C5 0.779 0.248 1.640
C6 0.522 0.788 2.893
C7 2.195 0.143 -0.492
O1 3.372 -0.002 -0.787
O2 1.217 -0.106 -1.290
H1 3.177 2.887 3.124
H2 3.635 1.870 0.893
H3 0.128 -0.524 1.255
H4 -0.339 0.470 3.465
O3 -0.765 2.113 -0.493
C8 -1.107 2.473 -1.636
O4 -1.304 1.606 -2.535
H5 -1.245 3.532 -1.878
S1 -3.076 -0.040 -0.348
C9 -4.049 -0.256 -1.715
N1 -4.766 -0.395 -2.612
Cl1 -0.020 -4.556 -2.980
C10 -1.117 -3.984 -1.697
C11 -0.982 -2.497 -1.485
O5 -1.264 -1.694 -2.421
O6 -0.634 -2.047 -0.373
H6 -0.865 -4.503 -0.779
H7 -2.133 -4.211 -2.012

***

Here is one molecule with the formula C3H4Cl2F2OS from OMol25. Energies are from ωB97M-V/def2-TZVPD.

- strongest force on any atom (Eh/bohr) = 0.072
- M (g/mol) = 197.03
- HOMO energy (eV) = -9.83
- frontier orbital gap (eV) = 10.38

Element x y z (Å)
C1 -1.227 1.777 0.016
C2 1.209 -1.666 0.257
C3 0.585 -0.256 -0.278
O1 -1.680 -0.471 1.253
F1 0.590 -0.214 -1.641
F2 1.354 0.754 0.106
S1 -1.382 -0.046 -0.074
Cl1 0.180 -2.971 -0.282
Cl2 2.862 -1.864 -0.343
H1 -0.684 1.913 -0.971
H2 -0.775 2.336 0.852
H3 -2.244 2.237 -0.298
H4 1.212 -1.529 1.403

***

Here is an isolated ion of composition C3H3O2S and charge -1 from OMol25. Energies are from ωB97M-V/def2-TZVPD.

- strongest force on any atom (Eh/bohr) = 0.059
- net charge = -1
- M (g/mol) = 103.12
- relative energy (zero: lowest compared OMol25 entry of this formula, charge and spin) (kJ/mol) = 238.0
- HOMO energy (eV) = -2.56
- frontier orbital gap (eV) = 6.43

Element x y z (Å)
C1 -0.207 0.154 0.031
C2 0.502 2.123 0.880
C3 -0.254 -1.105 -0.828
O1 0.733 1.053 -0.106
O2 -1.098 0.333 0.837
S1 1.564 1.901 2.126
H1 0.327 -1.427 -1.630
H2 -0.336 -1.980 -0.102
H3 -1.231 -1.052 -1.208